Density functional theory data (ωB97M-V/def2-TZVPD) for a structure of composition C25H34IN7O2S4SbSeTi.

## Properties
Spin multiplicity ... 2
LUMO (alpha / beta) ... 4.02 / 4.01 eV
HOMO level (alpha / beta) ... -1.210 / -1.231 eV
Calculated total energy ... -187448.4485 eV
⟨S²⟩ ... 0.768
Total charge ... -2
Gap between HOMO and LUMO (alpha / beta) ... 5.23 / 5.25 eV

Atoms and positions in Å:
Ti1 0.145 0.933 -0.196
C1 -1.911 1.748 -4.067
C2 -1.370 1.805 -2.675
N1 -0.362 1.058 -2.274
N2 0.325 0.294 -3.174
C3 1.358 -0.177 -2.539
O1 1.543 0.074 -1.272
C4 2.432 -0.876 -3.279
C5 2.337 -1.076 -4.654
C6 3.352 -1.729 -5.335
C7 4.474 -2.183 -4.649
C8 4.571 -1.977 -3.281
C9 3.552 -1.328 -2.598
C10 -1.795 2.718 -1.679
C11 -2.798 3.695 -1.843
C12 -2.990 4.647 -0.879
C13 -2.167 4.639 0.268
C14 -1.245 3.635 0.404
N3 -1.055 2.665 -0.514
H1 -1.380 2.439 -4.730
H2 -2.970 2.007 -4.087
H3 -1.778 0.744 -4.465
H4 1.453 -0.725 -5.169
H5 3.264 -1.895 -6.403
H6 5.263 -2.705 -5.178
H7 5.432 -2.344 -2.735
H8 3.599 -1.190 -1.526
H9 -3.397 3.692 -2.745
H10 -3.758 5.401 -1.001
H11 -2.270 5.382 1.046
H12 -0.600 3.569 1.269
S1 1.606 -4.801 1.892
Sb1 1.941 -3.263 0.233
S2 0.514 -3.610 -1.523
S3 0.644 -0.599 1.617
S4 2.459 0.148 2.263
C15 -5.602 0.152 2.195
N4 -4.616 -0.267 3.167
C16 -4.568 -1.504 3.783
C17 -3.400 -1.567 4.448
N5 -2.744 -0.371 4.231
C18 -1.379 -0.078 4.634
C19 -3.473 0.417 3.413
Se1 -3.015 2.078 2.754
H13 -6.496 -0.455 2.325
H14 -5.202 0.012 1.190
H15 -5.830 1.205 2.344
H16 -5.349 -2.232 3.659
H17 -2.958 -2.362 5.020
H18 -1.036 -0.881 5.284
H19 -1.348 0.876 5.158
H20 -0.744 -0.032 3.749
C20 3.161 2.838 3.877
N6 2.031 2.804 2.965
C21 0.829 2.457 3.697
C22 2.237 1.970 1.778
O2 1.160 2.094 0.943
N7 3.481 2.421 1.155
C23 3.463 3.848 0.861
C24 3.875 1.698 -0.045
H21 3.295 1.879 4.403
H22 2.979 3.614 4.626
H23 4.079 3.066 3.341
H24 0.629 3.235 4.438
H25 0.940 1.497 4.221
H26 -0.026 2.371 3.034
H27 3.193 4.418 1.746
H28 2.750 4.094 0.061
H29 4.462 4.145 0.528
H30 3.778 0.627 0.107
H31 4.920 1.936 -0.263
H32 3.269 1.973 -0.916
I1 -2.338 -1.914 0.897
C25 -1.452 -0.524 -0.455
H33 -2.289 0.014 -0.902
H34 -1.008 -1.179 -1.211



Density functional theory data (ωB97M-V/def2-TZVPD) for a cluster of 2 separate species, C3H2F3NO in total.

## Properties
LUMO ... 0.64 eV
Structure (SMILES) ... [O-]/[N+](F)=C\F.C#CF
HOMO level ... -9.924 eV
Calculated total energy ... -14825.8086 eV
Gap between HOMO and LUMO ... 10.57 eV

Atoms and positions in Å:
O1 2.041 0.190 -0.766
N1 1.199 1.004 -0.756
F1 1.506 2.414 -0.295
C1 -0.024 0.854 -1.130
F2 -0.364 -0.335 -1.582
H1 -0.635 1.772 -1.242
C2 -1.532 -1.262 1.221
C3 -0.413 -1.492 1.593
F3 0.787 -1.768 1.926
H2 -2.564 -1.377 1.033



Density functional theory data (ωB97M-V/def2-TZVPD) for an isolated molecule of C12H20O4.

## Properties
LUMO ... 0.52 eV
Structure (SMILES) ... CCCCOC(=O)/C=C\C(=O)OCCCC
HOMO level ... -10.323 eV
Calculated total energy ... -20958.5465 eV
Gap between HOMO and LUMO ... 10.84 eV

Atoms and positions in Å:
C1 -1.440 -1.667 -2.114
C2 -1.318 -2.806 -1.108
C3 -1.838 -2.451 0.285
C4 -0.959 -1.460 1.045
O1 -1.015 -0.136 0.513
C5 -2.074 0.599 0.855
O2 -2.946 0.227 1.601
C6 -2.079 1.940 0.220
C7 -1.076 2.465 -0.471
C8 0.230 1.790 -0.748
O3 0.487 1.222 -1.775
O4 1.084 1.988 0.254
C9 2.401 1.454 0.096
C10 2.446 -0.037 0.411
C11 3.866 -0.590 0.325
C12 3.898 -2.083 0.628
H1 -1.142 -2.009 -3.103
H2 -0.808 -0.827 -1.843
H3 -2.469 -1.319 -2.170
H4 -1.891 -3.662 -1.473
H5 -0.273 -3.118 -1.033
H6 -2.847 -2.040 0.212
H7 -1.890 -3.359 0.889
H8 0.092 -1.750 0.984
H9 -1.275 -1.422 2.094
H10 -3.000 2.485 0.376
H11 -1.166 3.447 -0.917
H12 3.022 2.024 0.791
H13 2.735 1.632 -0.932
H14 1.806 -0.558 -0.303
H15 2.046 -0.194 1.415
H16 4.262 -0.413 -0.677
H17 4.506 -0.060 1.035
H18 3.282 -2.628 -0.083
H19 3.522 -2.279 1.630
H20 4.914 -2.464 0.563



Density functional theory data (ωB97M-V/def2-TZVPD) for a cluster of 13 separate species, C40H115N17O13 in total.

## Properties
LUMO ... 0.27 eV
HOMO level ... -8.853 eV
Calculated total energy ... -95292.2001 eV
Gap between HOMO and LUMO ... 9.12 eV

Atoms and positions in Å:
C1 8.201 -1.793 29.007
C2 9.522 -1.039 29.311
C3 9.726 -0.847 30.793
O1 10.981 -0.242 31.076
C4 11.326 -0.129 32.466
N1 10.577 -1.675 28.624
H1 8.070 -2.800 29.422
H2 8.116 -1.922 27.948
H3 7.270 -1.300 29.299
H4 9.364 -0.005 28.970
H5 9.753 -1.882 31.170
H6 8.862 -0.304 31.212
H7 10.659 0.659 32.866
H8 12.326 0.296 32.479
H9 11.252 -1.020 33.088
H10 10.513 -2.655 28.644
H11 11.483 -1.279 28.837
C5 10.076 8.397 27.811
C6 10.567 9.808 27.560
C7 9.441 10.772 27.252
O2 8.619 10.338 26.182
C8 9.336 10.274 24.974
N2 11.349 10.444 28.632
H12 10.895 7.736 28.093
H13 9.427 7.982 27.019
H14 9.418 8.340 28.692
H15 11.316 9.773 26.735
H16 9.939 11.757 27.195
H17 8.790 10.814 28.159
H18 8.584 10.355 24.223
H19 9.974 9.383 24.822
H20 9.967 11.146 24.804
H21 12.320 10.192 28.538
H22 10.995 10.075 29.512
C9 4.356 9.225 27.082
C10 4.968 8.047 27.900
C11 5.144 6.763 27.057
O3 3.907 6.129 26.956
C12 3.873 4.931 26.185
N3 6.301 8.341 28.551
H23 4.239 10.062 27.754
H24 3.368 9.049 26.672
H25 5.137 9.465 26.351
H26 4.332 7.757 28.729
H27 5.820 6.121 27.630
H28 5.608 6.930 26.041
H29 4.317 5.038 25.188
H30 2.833 4.627 26.106
H31 4.382 4.110 26.711
H32 7.080 8.577 27.966
H33 6.128 8.986 29.288
C13 2.979 -0.185 24.812
C14 3.200 -0.103 26.284
C15 4.582 0.574 26.337
O4 4.922 0.916 27.721
C16 5.964 1.896 27.862
N4 2.053 0.634 26.965
H34 2.109 -0.676 24.444
H35 3.892 -0.594 24.425
H36 2.931 0.845 24.457
H37 3.243 -1.048 26.789
H38 4.681 1.518 25.705
H39 5.460 -0.067 26.002
H40 5.723 2.477 28.757
H41 6.018 2.577 27.011
H42 6.943 1.437 28.064
H43 2.337 0.993 27.870
H44 1.953 1.471 26.401
C17 11.255 5.983 25.128
C18 11.099 4.588 24.604
C19 10.206 4.527 23.354
O5 8.879 4.933 23.643
C20 7.838 4.012 23.777
N5 12.445 4.121 24.339
H45 11.666 5.873 26.128
H46 10.241 6.410 25.192
H47 11.999 6.436 24.469
H48 10.688 3.987 25.471
H49 10.133 3.520 22.899
H50 10.582 5.177 22.573
H51 7.621 3.382 22.903
H52 6.985 4.738 23.963
H53 7.799 3.347 24.647
H54 12.484 3.104 24.345
H55 13.024 4.494 25.088
C21 13.495 -1.307 21.650
C22 12.243 -0.479 21.264
C23 12.345 0.948 21.768
O6 12.669 1.040 23.156
C24 11.816 0.388 24.122
N6 12.045 -0.410 19.791
H56 13.433 -2.297 21.170
H57 13.717 -1.344 22.743
H58 14.299 -0.826 21.081
H59 11.374 -1.005 21.637
H60 11.480 1.506 21.501
H61 13.160 1.437 21.205
H62 10.867 0.993 24.050
H63 12.137 0.412 25.187
H64 11.682 -0.634 23.793
H65 11.863 -1.368 19.552
H66 12.818 0.015 19.332
C25 16.325 6.309 23.370
C26 15.482 6.133 24.555
C27 15.801 4.799 25.274
O7 14.877 4.652 26.329
C28 15.145 3.608 27.277
N7 15.606 7.373 25.314
H67 16.014 7.234 22.906
H68 16.337 5.521 22.646
H69 17.385 6.537 23.650
H70 14.453 6.048 24.285
H71 16.850 4.695 25.553
H72 15.630 4.013 24.513
H73 14.551 3.790 28.151
H74 16.178 3.665 27.574
H75 14.852 2.603 26.986
H76 14.972 7.528 26.071
H77 16.544 7.609 25.530
C29 6.685 5.509 30.663
C30 5.983 6.125 31.871
C31 5.209 5.027 32.607
O8 4.059 4.693 31.851
C32 3.298 3.613 32.338
N8 6.922 6.880 32.651
H78 6.930 6.293 29.894
H79 5.997 4.773 30.249
H80 7.606 5.006 30.920
H81 5.211 6.827 31.469
H82 4.857 5.241 33.638
H83 5.847 4.125 32.689
H84 2.379 3.599 31.775
H85 3.102 3.704 33.408
H86 3.834 2.659 32.124
H87 7.772 6.337 32.806
H88 6.576 7.174 33.528
C33 11.384 1.847 27.535
C34 10.844 2.816 28.544
C35 9.295 2.971 28.559
O9 8.746 3.337 27.302
C36 8.673 4.741 27.263
N9 11.221 2.502 29.939
H89 10.762 1.841 26.653
H90 11.367 0.783 27.818
H91 12.427 2.002 27.282
H92 11.241 3.841 28.299
H93 9.104 3.622 29.427
H94 8.912 2.009 28.890
H95 7.852 5.038 27.961
H96 8.332 5.056 26.253
H97 9.635 5.215 27.411
H98 12.215 2.673 30.096
H99 11.145 1.492 30.127
C37 9.428 -1.170 24.751
O10 9.378 -1.378 23.567
N10 10.148 -2.014 25.637
N11 8.733 -0.112 25.409
H100 10.385 -1.762 26.597
H101 10.657 -2.768 25.220
H102 7.954 0.230 24.839
H103 8.550 -0.145 26.405
C38 15.170 0.355 25.754
O11 14.116 -0.017 26.336
N12 15.155 0.925 24.506
N13 16.373 0.068 26.495
H104 16.015 0.998 23.952
H105 14.243 1.097 24.023
H106 17.265 0.464 26.249
H107 16.296 -0.167 27.501
C39 10.543 3.448 33.447
O12 10.142 3.457 34.629
N14 11.895 3.449 33.027
N15 9.619 3.445 32.406
H108 12.143 3.725 32.087
H109 12.550 3.775 33.747
H110 9.930 3.272 31.439
H111 8.654 3.531 32.684
C40 14.304 0.024 30.037
O13 14.617 1.203 29.824
N16 13.709 -0.883 29.064
N17 14.584 -0.594 31.257
H112 13.711 -0.623 28.079
H113 13.905 -1.854 29.153
H114 14.225 -1.523 31.392
H115 14.891 -0.107 32.097



Density functional theory data (ωB97M-V/def2-TZVPD) for a structure of composition C36H39ClP2Sr.

## Properties
LUMO (alpha / beta) ... -0.12 / -0.14 eV
HOMO level (alpha / beta) ... -4.673 / -5.127 eV
Calculated total energy ... -69892.7164 eV
Gap between HOMO and LUMO (alpha / beta) ... 4.56 / 4.99 eV

Atoms and positions in Å:
Sr1 -0.447 -2.182 -0.612
C1 2.259 1.035 -2.603
C2 2.398 1.616 -1.405
C3 2.213 3.082 -1.185
C4 0.872 3.649 -1.722
C5 -0.270 2.682 -1.924
C6 -0.480 1.975 -3.039
C7 0.432 1.876 -4.222
C8 1.926 1.748 -3.878
C9 -2.291 -1.960 1.862
H1 2.533 -0.007 -2.768
H2 2.783 1.099 -0.531
H3 3.031 3.610 -1.707
H4 2.324 3.329 -0.114
H5 0.539 4.392 -0.981
H6 1.083 4.182 -2.662
H7 -1.014 2.678 -1.119
H8 -1.456 1.533 -3.224
H9 0.320 2.749 -4.882
H10 0.110 1.003 -4.812
H11 2.381 1.133 -4.670
H12 2.415 2.736 -3.881
H13 -2.249 -2.828 1.179
H14 -3.264 -2.085 2.363
H15 -1.499 -2.055 2.618
P1 1.383 -0.582 1.233
P2 -2.388 -0.434 0.942
C10 0.298 0.792 0.862
C11 -1.079 0.748 0.771
C12 2.526 -0.055 2.524
C13 3.219 1.169 2.530
C14 4.082 1.454 3.593
C15 4.255 0.521 4.623
C16 3.569 -0.703 4.623
C17 2.724 -1.001 3.560
C18 2.452 -1.178 -0.181
C19 1.849 -1.562 -1.426
C20 2.310 -2.682 -2.123
C21 3.522 -3.235 -1.716
C22 4.314 -2.613 -0.754
C23 3.800 -1.554 -0.003
C24 -3.560 0.566 1.835
C25 -3.254 1.009 3.134
C26 -4.258 1.623 3.882
C27 -5.521 1.819 3.312
C28 -5.748 1.527 1.962
C29 -4.762 0.895 1.211
C30 -2.983 -0.925 -0.745
C31 -3.486 -2.224 -1.041
C32 -3.733 -2.615 -2.357
C33 -3.546 -1.729 -3.411
C34 -3.149 -0.421 -3.138
C35 -2.864 -0.030 -1.827
H16 0.756 1.795 0.860
H17 -1.556 1.736 0.671
H18 3.120 1.863 1.694
H19 4.634 2.398 3.594
H20 4.930 0.751 5.444
H21 3.710 -1.416 5.441
H22 2.238 -1.978 3.489
H23 1.037 -0.933 -1.859
H24 1.750 -3.090 -2.975
H25 3.864 -4.155 -2.174
H26 5.337 -2.956 -0.581
H27 4.418 -1.034 0.734
H28 -2.256 0.878 3.554
H29 -4.078 1.918 4.917
H30 -6.344 2.181 3.931
H31 -6.706 1.757 1.500
H32 -4.924 0.636 0.168
H33 -3.766 -2.929 -0.256
H34 -4.107 -3.614 -2.573
H35 -3.746 -2.029 -4.441
H36 -3.111 0.301 -3.958
H37 -2.561 0.999 -1.622
Cl1 0.385 -3.943 3.054
C36 0.568 -3.968 1.344
H38 1.632 -3.823 1.105
H39 0.153 -4.916 0.977



Density functional theory data (ωB97M-V/def2-TZVPD) for a cluster of 13 separate species, H26O13 in total.

## Properties
LUMO ... -0.86 eV
HOMO level ... -9.660 eV
Calculated total energy ... -27039.6621 eV
Gap between HOMO and LUMO ... 8.80 eV

Atoms and positions in Å:
O1 0.592 -2.322 -0.354
H1 1.198 -3.047 -0.544
H2 1.057 -1.538 -0.685
O2 -2.186 0.262 3.081
H3 -1.295 -0.067 2.869
H4 -2.057 0.838 3.839
O3 2.200 -0.549 -1.859
H5 3.071 -0.156 -1.997
H6 1.774 -0.528 -2.730
O4 -1.788 -1.210 -3.016
H7 -2.567 -1.492 -2.526
H8 -1.402 -0.514 -2.470
O5 -0.964 4.099 -0.046
H9 -0.818 3.254 -0.488
H10 -0.088 4.419 0.182
O6 -0.361 1.446 -2.936
H11 0.249 1.962 -2.353
H12 -0.069 1.632 -3.835
O7 0.791 2.003 2.438
H13 0.580 1.446 1.673
H14 0.951 1.383 3.153
O8 -0.358 0.514 0.004
H15 0.148 0.669 -0.800
H16 -0.727 -0.374 -0.104
O9 -1.346 -3.323 1.522
H17 -1.223 -3.255 0.570
H18 -0.526 -3.711 1.847
O10 1.316 2.610 -1.277
H19 1.624 3.369 -0.766
H20 2.119 2.215 -1.636
O11 -3.340 -1.583 -0.176
H21 -4.261 -1.338 -0.323
H22 -3.241 -2.432 -0.621
O12 0.438 -0.899 2.703
H23 1.366 -0.695 2.477
H24 0.184 -1.590 2.076
O13 2.756 -0.417 1.341
H25 3.710 -0.554 1.349
H26 2.491 -0.527 0.420



Density functional theory data (ωB97M-V/def2-TZVPD) for a cluster of 2 separate species, C2H4INO in total.

## Properties
LUMO (alpha / beta) ... -0.94 / -0.94 eV
HOMO level (alpha / beta) ... -8.249 / -8.247 eV
Calculated total energy ... -13772.6292 eV
Gap between HOMO and LUMO (alpha / beta) ... 7.31 / 7.31 eV

Atoms and positions in Å:
C1 1.347 -0.660 -0.010
C2 -1.202 0.910 0.026
N1 0.615 -1.596 -0.102
O1 0.078 1.318 -0.100
I1 3.171 0.182 0.165
H1 -1.422 0.466 1.014
H2 -1.494 0.188 -0.758
H3 -1.862 1.785 -0.088
H4 0.769 -2.593 -0.147